# 1
This record from the OMol25 dataset describes 2 unconnected molecules or ions with the total composition C4H14NO2 at a distorted geometry. The level of theory is wB97M-V/def2-TZVPD.

net charge = +1
HOMO energy = -14.733 eV

Each line ends with the Löwdin charge.
Atoms and positions in Å:
C: -0.24397 -2.40453 -0.63338  -0.031
C: 0.09828 -0.96030 -0.28638  -0.334
C: -0.19946 -0.59837 1.16091  -0.135
C: -0.01986 0.83681 1.60306  -0.237
O: 1.29475 1.27021 1.25819  -0.066
N: -0.63071 -0.02459 -1.25847  0.213
H: 0.04966 -2.63407 -1.65048  0.090
H: -1.27030 -2.64100 -0.35557  0.095
H: 0.35483 -3.03592 0.02439  0.100
H: 1.13829 -0.76725 -0.53829  0.153
H: -1.18163 -0.97642 1.44128  0.134
H: 0.51162 -1.22029 1.70444  0.138
H: -0.75560 1.49094 1.15004  0.112
H: -0.16701 0.90068 2.68262  0.134
H: 1.49101 2.07926 1.75134  0.114
H: -0.23765 0.93412 -1.20956  0.081
H: -0.52197 -0.32105 -2.23713  0.174
H: -1.62854 0.01554 -1.04912  0.174
H: 0.66252 3.14937 -1.83406  0.084
H: 0.98047 2.35130 -0.54220  0.047
O: 0.27525 2.55556 -1.18164  -0.039

---

# 2
This record from the OMol25 dataset describes a molecular structure, C34H37BrN6O4P2Rh. The level of theory is wB97M-V/def2-TZVPD.

net charge = +1
HOMO energy = -9.734 eV

Each line ends with the Löwdin charge.
Atoms and positions in Å:
Rh: -1.25549 -0.63212 0.98256  0.537
N: -2.79898 -1.40438 2.27617  -0.026
N: -3.82426 -1.93659 1.48341  0.013
C: -3.58712 -2.16157 0.16391  -0.395
N: -4.49269 -2.88381 -0.49109  0.215
N: -2.45861 -1.64375 -0.33045  -0.099
N: -2.02116 -1.94201 -1.60982  -0.048
O: -1.95243 0.63577 -2.18230  -0.088
O: -2.78431 -2.51236 -2.34270  -0.012
H: -2.41547 -2.10256 2.90771  0.120
H: -3.15059 -0.61193 2.80611  0.086
H: -4.53732 -2.48289 1.94316  0.156
H: -5.32218 -3.22794 -0.03972  0.126
H: -4.35252 -2.98517 -1.48640  0.092
O: 2.39324 0.79545 5.78722  0.107
C: 1.60508 0.48539 4.74629  -0.300
C: 1.82238 -0.61327 3.91194  0.025
C: 0.95416 -0.82424 2.86987  -0.115
N: -0.09999 -0.02495 2.60275  -0.142
C: -0.29558 1.01127 3.41946  -0.731
Br: -1.76671 2.10899 3.05872  0.884
C: 0.51753 1.30746 4.49672  -0.032
H: 3.11224 0.15872 5.87552  0.125
H: 2.64966 -1.29505 4.06167  0.122
H: 1.08728 -1.65948 2.19446  0.079
H: 0.31695 2.16314 5.12355  0.124
C: -3.51804 4.05323 -0.12241  -0.097
O: -3.21316 2.71621 0.21479  -0.222
C: -3.57237 1.70480 -0.72557  -0.338
C: -5.07250 1.65581 -0.98455  -0.020
H: -2.96583 4.39060 -1.00463  0.079
H: -3.21028 4.66074 0.72685  0.093
H: -4.58815 4.20535 -0.28997  0.090
H: -5.41631 2.49178 -1.59393  0.078
H: -5.61266 1.66884 -0.03670  0.090
H: -5.32306 0.74027 -1.52324  0.089
C: 1.72894 -0.20304 -0.85214  -0.507
P: 0.10883 0.50015 -0.37079  0.916
C: 0.65372 2.11667 0.31216  -0.338
C: -0.01384 3.29776 -0.01124  -0.091
C: 0.35139 4.50020 0.57355  -0.069
C: 1.39086 4.54487 1.49160  -0.074
C: 2.07016 3.37993 1.81297  -0.076
C: 1.70410 2.17628 1.22785  -0.116
C: -0.62429 0.98913 -1.98764  -0.372
C: 0.00763 1.65748 -2.95562  -0.051
C: -0.65881 2.19097 -4.13072  -0.055
C: -1.93043 2.63254 -4.14387  -0.050
C: -2.83097 2.63733 -3.00147  -0.007
C: -2.77250 1.74530 -2.00813  -0.207
P: 1.59054 -1.87945 -1.63606  1.040
C: 3.27705 -2.05320 -2.33893  -0.399
C: 4.36449 -1.23168 -2.04579  -0.112
C: 5.60472 -1.46424 -2.62455  -0.079
C: 5.77529 -2.52558 -3.50060  -0.081
C: 4.70002 -3.34814 -3.80544  -0.078
C: 3.45993 -3.10633 -3.23591  -0.109
C: 1.75759 -2.88207 -0.09099  -0.387
C: 0.64058 -3.58529 0.35544  -0.135
C: 0.68591 -4.31943 1.53592  -0.096
C: 1.85561 -4.36582 2.27990  -0.092
C: 2.98326 -3.68453 1.83447  -0.091
C: 2.93232 -2.95048 0.65883  -0.092
H: 2.36668 -0.25416 0.03252  0.038
H: 2.19258 0.48923 -1.55866  0.050
H: -0.82378 3.27768 -0.72649  0.087
H: -0.17553 5.40760 0.30659  0.110
H: 1.67729 5.48412 1.94634  0.108
H: 2.89103 3.40611 2.51874  0.109
H: 2.25090 1.28036 1.49887  0.091
H: 1.06590 1.86298 -2.83720  0.114
H: -0.05436 2.34211 -5.01679  0.108
H: -2.28888 3.11660 -5.04468  0.108
H: -3.58156 3.41690 -2.95414  0.118
H: -3.24492 0.78720 -0.22194  0.103
H: 4.25506 -0.39726 -1.36359  0.092
H: 6.43838 -0.81473 -2.39040  0.105
H: 6.74227 -2.70626 -3.95145  0.106
H: 4.82500 -4.17147 -4.49642  0.107
H: 2.61704 -3.73888 -3.49139  0.099
H: -0.26265 -3.55825 -0.24090  0.073
H: -0.18428 -4.87548 1.86333  0.102
H: 1.89994 -4.94987 3.19044  0.106
H: 3.90848 -3.74400 2.39459  0.107
H: 3.82262 -2.43954 0.31044  0.103

---

no.,calculated total energy (eV)
1,-9954.3238
2,-144609.1120